# C20H28N4O2S

The molecule C20H28N4O2S at a distorted geometry (ωB97M-V/def2-TZVPD, the Open Molecules 2025 dataset).

```
55
Properties=species:S:1:pos:R:3:forces:R:3
S -2.0513 -1.1805 -0.5100 -0.31 -0.02 0.04
O -0.1664 2.9479 -4.3199 0.03 0.15 0.17
O -4.0280 -3.2738 1.5801 -0.30 -0.18 -0.18
N 1.7816 -1.3313 -0.5584 1.12 0.29 -0.28
N 0.5812 -1.8340 -0.2173 -0.91 -0.23 0.07
N -2.2581 -2.3482 2.6150 -0.03 0.13 0.37
N 0.2514 0.0396 -1.3167 0.20 -0.69 0.56
C -2.2759 -3.2963 4.8705 0.06 0.31 0.04
C 2.6616 0.6649 -1.7405 -0.06 0.05 0.09
C 2.5692 4.3544 -0.8456 -0.01 0.11 0.00
C -2.9525 -2.3419 3.8889 -0.41 -0.27 0.16
C 2.7317 4.3056 0.5275 -0.01 0.11 0.02
C -2.1376 -2.8587 0.2099 -0.11 0.13 -0.23
C -0.8742 -1.9455 2.7246 0.43 -0.16 -0.14
C 1.5940 -0.2247 -1.2160 -0.03 -0.07 -0.14
C 2.8785 3.0817 1.1600 0.02 -0.03 0.07
C -0.8079 -2.9135 5.0379 -0.01 -0.31 -0.12
C 0.7999 2.6645 -5.3009 0.03 -0.03 -0.04
C -2.8856 -2.8525 1.5364 0.13 0.07 -0.27
C -0.7848 0.7416 -3.4287 0.05 0.51 -0.01
C 2.6978 1.9551 -0.9578 0.10 0.14 -0.08
C -0.3288 -1.0154 -0.6763 0.17 -0.06 0.03
C -1.1959 1.9914 -4.2135 -0.14 -0.32 0.05
C -0.1282 -2.8882 3.6723 -0.06 0.31 0.10
C 2.5505 3.1840 -1.5857 0.08 -0.06 0.05
C 2.8613 1.9129 0.4217 0.01 0.02 -0.04
C -0.4133 1.1193 -1.9919 -0.18 0.21 -0.54
H 0.9070 -2.5576 3.7615 0.06 -0.03 -0.03
H -0.8488 -0.9259 3.1300 0.03 -0.01 -0.07
H 2.7444 5.2184 1.1043 0.00 0.07 0.04
H 1.4634 3.5267 -5.3361 0.05 -0.06 -0.06
H -1.5496 1.7010 -5.2126 -0.03 0.07 0.08
H 3.6078 0.1314 -1.6305 -0.08 -0.03 -0.10
H -0.1276 -3.8927 3.2445 0.05 -0.05 -0.06
H -3.9858 -2.6392 3.7047 0.14 0.13 0.06
H -1.6107 0.0299 -3.4273 0.01 -0.08 -0.04
H -2.7950 -3.2580 5.8290 -0.05 -0.05 0.02
H -0.3052 -3.6244 5.6958 0.03 0.06 0.07
H -2.9362 -1.3213 4.2883 -0.01 -0.01 0.00
H -1.3163 1.3710 -1.4288 0.11 0.11 0.00
H -2.3489 -4.3143 4.4832 -0.06 -0.06 0.00
H 0.3365 2.5255 -6.2849 0.02 0.01 0.01
H 3.0069 3.0386 2.2315 0.01 0.00 0.09
H -0.3780 -1.9416 1.7565 -0.12 0.06 0.10
H 2.4198 3.2322 -2.6577 -0.04 -0.04 -0.13
H -2.7206 -3.4606 -0.4877 0.10 0.01 0.18
H -1.1159 -3.2258 0.2732 -0.01 -0.05 0.02
H 1.3871 1.7696 -5.0631 0.01 0.01 -0.02
H -2.0079 2.4997 -3.6869 -0.04 -0.05 -0.10
H 0.2503 1.9873 -2.0005 -0.15 -0.09 0.09
H 0.0710 0.2649 -3.9124 -0.01 -0.06 0.01
H 2.4529 5.3046 -1.3454 -0.01 0.09 -0.03
H 2.9741 0.9550 0.9088 -0.01 -0.11 0.07
H 2.4949 0.8715 -2.8000 0.09 0.01 -0.03
H -0.7398 -1.9241 5.4972 0.03 0.05 0.06
```
Positions in Å, forces in eV/Å.

The calculation puts the total energy at -42085.366 eV. For the max |F|, the calculation gives 1.19 eV/A. The HOMO-LUMO gap is 9.1 eV. The value obtained for the LUMO energy is 0.63 eV. As for the relative energy (zero: lowest compared OMol25 entry of this formula, charge and spin): 171.1 kJ/mol.

natural (NBO) atomic charge list, values in e, 5 entries: 0.26, -0.54, -0.63, -0.29, -0.36



# C33H43N8O

A cluster of 9 separate species, C33H43N8O in total at a distorted geometry (ωB97M-V/def2-TZVPD, the Open Molecules 2025 dataset).

```
85
Properties=species:S:1:pos:R:3:forces:R:3
O -0.3725 -0.7654 0.1352 0.84 -3.19 -1.50
N -1.6845 -1.0694 -2.3478 1.34 -0.81 -0.02
N 2.1955 0.8676 4.0142 -0.83 0.00 -0.54
N -2.5295 -0.4514 1.6702 -7.56 0.47 5.33
N 2.0675 -1.3014 -1.6848 -0.28 0.34 -1.13
N -0.6435 -3.4454 -0.0358 2.78 0.93 1.39
N 3.5625 3.1956 -2.0928 2.01 3.83 -0.45
N 1.1715 -1.5824 2.2132 -4.31 2.85 -2.52
N -2.7115 4.8616 0.1862 0.93 1.43 0.78
C 1.3695 2.8036 4.6272 6.18 0.07 1.80
C -4.6635 -0.2114 2.2882 -0.71 -2.46 0.09
C 1.9845 3.9696 -3.4388 -1.57 3.66 -2.39
C -3.0165 -0.9924 -2.6918 -0.86 2.67 1.52
C -4.3355 -1.7054 2.1782 -0.22 1.76 -0.60
C 3.5435 -1.7204 -3.3638 -2.47 -0.19 5.40
C -2.6135 3.6226 -0.3778 0.97 -1.17 0.68
C -1.0365 -1.8904 -3.2938 -0.47 0.49 0.59
C -3.4695 0.5036 1.9842 -3.63 -0.10 0.20
C -1.5245 -4.0174 -0.8788 -0.35 2.64 -0.99
C -3.5855 5.6816 -0.5258 1.95 0.18 3.48
C -1.9165 -2.2734 -4.2798 -1.78 1.58 0.20
C -2.9275 -1.6944 1.8242 -5.41 -4.90 1.12
C 3.1985 4.8666 -3.5948 -1.26 -1.72 1.30
C 3.7625 -2.7114 -2.1278 -1.14 2.80 -3.44
C -3.5675 3.5716 -1.3788 0.16 -0.23 -0.66
C 1.6945 -2.4834 4.0452 -2.40 -0.46 2.92
C 2.7055 -2.3884 -1.2538 4.48 -2.74 -1.26
C 2.4795 -0.8494 -2.9938 0.74 -1.98 1.51
C 0.9765 1.7206 4.0662 6.46 -4.01 -0.10
C -1.1895 -5.2864 -1.0058 0.13 -4.81 1.59
C -0.0505 -5.6084 -0.0048 -1.89 2.49 -1.96
C 2.9145 -2.1234 3.2762 1.36 -3.71 3.34
C 0.5295 -2.0364 3.3552 13.37 -1.01 -1.40
C -0.1365 0.5396 -0.0098 -1.47 -0.89 6.85
C 4.1035 4.4576 -2.6648 -3.02 -4.14 -0.23
C 2.9285 2.7166 4.9642 -3.30 4.76 1.67
C 2.5495 -1.6024 2.0782 -1.38 0.58 -0.63
C 2.2645 3.0516 -2.5108 0.58 -2.90 1.64
C 0.3515 -4.3334 0.4552 -1.32 -1.17 -0.20
C 3.3465 1.5456 4.5762 -5.40 -1.56 -2.19
C -4.1095 4.9216 -1.4428 0.93 -3.81 -0.39
C -3.2345 -1.5474 -3.9108 1.89 -1.91 -0.91
H 2.2015 0.0256 3.3852 0.39 1.32 1.34
H -3.8645 2.6956 -2.0398 0.70 1.44 1.04
H -3.7475 -0.3414 -2.0388 1.65 -1.48 -1.46
H -0.5085 -2.4384 0.0622 -0.19 -0.02 -0.18
H 5.0785 4.6326 -2.3728 1.77 0.85 0.07
H 4.6195 -3.4214 -2.1468 -1.28 0.43 0.43
H 0.1445 1.3276 3.6722 -3.00 -1.05 -1.32
H -2.1875 5.2146 0.9922 -0.19 -0.57 -0.78
H 3.4685 3.5596 5.5552 -0.94 -1.82 -1.33
H -2.5025 -2.7654 1.7172 0.50 2.72 -0.35
H -0.4065 -1.9974 3.4792 -6.98 0.22 0.95
H 0.6845 0.9006 -0.4378 4.03 1.21 -1.83
H -0.1935 0.8256 1.1372 0.64 1.49 -1.76
H 0.1845 -6.6214 0.2782 0.61 0.19 -0.07
H 1.9255 0.0146 -3.4558 0.91 -1.27 0.48
H -3.5205 1.6396 1.8592 1.12 -2.04 0.00
H 1.2615 -1.1344 -1.1268 -1.42 1.10 0.01
H -3.7975 6.6436 -0.1058 -0.12 0.35 -0.34
H 3.3795 5.6046 -4.3348 -0.29 0.72 -0.26
H -4.8025 5.2086 -2.0808 -3.18 1.21 -2.93
H 4.2535 1.1246 4.5932 3.06 -1.68 0.05
H 0.4465 -1.0324 1.6572 1.86 -0.99 -0.89
H 1.7215 2.1926 -2.0228 0.24 1.29 -1.03
H -1.7635 2.9236 0.0062 -2.12 1.17 -0.86
H 3.1155 -1.2064 1.1412 -1.36 -0.88 2.08
H -0.9505 0.9166 -0.4328 -3.52 2.80 -2.14
H -2.2225 -3.3694 -1.4868 0.75 -1.03 1.11
H 0.0085 -2.1544 -3.1028 -0.54 0.05 -0.30
H -1.9165 -6.0164 -1.4798 1.46 0.70 0.47
H 4.2855 2.6326 -1.6458 -1.37 -0.34 0.07
H 0.9185 4.2856 -3.9168 2.88 -1.26 1.28
H -5.7825 0.0846 2.5622 2.99 -0.04 -0.68
H 0.8275 3.6126 4.6602 -2.69 4.40 0.83
H -1.7905 -0.3774 1.2332 9.68 1.80 -5.40
H 1.4075 -2.9604 5.1612 1.95 1.19 -3.08
H 2.5935 -3.0894 -0.4028 -0.87 1.49 -0.29
H 1.2435 -4.0004 1.1112 -2.08 -0.53 -1.09
H -5.1695 -2.6264 2.1372 2.82 2.71 0.44
H -4.1535 -1.4444 -4.4958 0.46 -0.43 0.34
H -1.7025 -2.8954 -5.1858 -0.29 0.78 1.16
H 3.9175 -2.6104 3.6132 -1.77 1.46 -0.83
H -1.1405 -0.7124 -1.4778 -1.55 -1.32 -1.19
H 4.0555 -1.6534 -4.2528 1.23 0.01 -1.69
```
Positions in Å, forces in eV/Å.

The net charge is -1. The calculation puts the total energy at -48874.720 eV. For the max |F|, the calculation gives 13.48 eV/A. The HOMO-LUMO gap is 8.0 eV. The value obtained for the LUMO energy is 2.44 eV. As for the relative energy (zero: lowest compared OMol25 entry of this formula, charge and spin): 578.1 kJ/mol.

Mulliken atomic charge list, values in e, 5 entries: -0.38, 0.39, 0.04, 0.20, 0.42



# C13H19N

A cluster of 2 separate species, C13H19N in total at a distorted geometry (ωB97M-V/def2-TZVPD, the Open Molecules 2025 dataset).

```
33
Properties=species:S:1:pos:R:3:forces:R:3
N 0.8219 -2.1439 0.6645 0.29 1.43 -0.76
C -3.5943 0.9052 0.3145 -0.10 3.23 -1.89
C 1.0488 -2.0647 -0.7398 -0.06 -0.62 1.25
C 0.3307 -2.5807 -1.8222 -0.11 -0.79 1.41
C -2.1848 3.0948 0.5839 -1.88 -2.16 -0.27
C 2.0870 -1.6972 -3.2915 -0.81 0.94 0.78
C 0.8934 -2.4410 -3.0576 1.74 1.69 0.49
C 2.6229 -0.7494 0.4134 -0.82 -0.37 -0.29
C 1.6438 -1.1694 1.2555 1.60 -1.08 0.09
C 3.7658 0.1975 0.6901 -0.23 1.21 -1.18
C -2.3917 1.5804 0.9901 -0.02 0.66 1.02
C -2.3727 1.3802 2.5527 -0.32 7.13 -1.66
C 2.2445 -1.3519 -0.9036 -0.09 1.53 1.20
C 2.7011 -1.0567 -2.1662 1.05 -0.75 -2.74
H -3.2913 -0.0361 0.0772 0.43 -3.03 -0.52
H -3.3497 1.5968 3.0088 0.25 0.77 -0.09
H 2.2940 -1.4540 -4.3675 0.31 -0.28 1.38
H 0.3313 -2.7246 -3.8710 -0.98 -0.93 -1.85
H -2.2780 0.4591 2.7772 1.27 -6.76 1.43
H 3.8266 0.6081 1.7133 -0.27 -0.62 -0.28
H 4.7474 -0.2767 0.4436 -0.73 0.58 0.02
H -0.5992 -3.1586 -1.6835 0.52 0.51 -0.04
H -4.4932 0.8797 0.8740 -0.88 0.10 0.73
H -1.5146 1.9978 3.0324 -1.59 -1.01 -0.71
H -0.0673 -2.0946 1.1017 -1.20 -0.64 -0.34
H 3.5696 1.1435 0.0428 0.78 -1.54 0.78
H -1.4198 3.1798 -0.1388 0.99 0.29 -0.64
H -1.5720 0.9454 0.6737 0.67 0.49 -0.36
H 1.6120 -1.0964 2.3356 -0.11 0.34 -0.09
H -2.0465 3.7088 1.4222 0.67 0.82 1.19
H -3.1092 3.4565 0.1253 0.04 -0.04 -0.10
H -3.8533 1.3686 -0.7275 0.52 -0.51 1.86
H 3.5966 -0.4061 -2.3233 -0.91 -0.58 0.21
```
Positions in Å, forces in eV/Å.

The calculation puts the total energy at -15277.699 eV. For the max |F|, the calculation gives 7.32 eV/A. The HOMO-LUMO gap is 8.8 eV. The value obtained for the LUMO energy is 0.70 eV. As for the relative energy (zero: lowest compared OMol25 entry of this formula, charge and spin): 203.9 kJ/mol.

natural (NBO) atomic charge list, values in e, 5 entries: -0.55, -0.60, 0.14, -0.23, -0.61